{
  "formula": "C4H10N2OS",
  "method": "ωB97M-V/def2-TZVPD",
  "symbols": ["N", "C", "C", "C", "S", "N", "C", "O", "H", "H", "H", "H", "H", "H", "H", "H", "H", "H"],
  "xyz": [[1.763, -1.662, -0.435], [1.284, -0.318, -0.116], [-0.258, -0.090, -0.159], [-0.783, -0.041, -1.587], [-0.697, -1.593, -2.659], [-0.521, 1.178, 0.482], [-0.608, 1.180, 2.002], [-1.814, 0.956, 2.540], [1.524, -1.820, -1.411], [1.143, -2.305, 0.023], [1.706, 0.471, -0.749], [1.628, -0.062, 0.882], [-0.718, -0.973, 0.313], [-0.314, 0.744, -2.183], [-1.865, 0.098, -1.561], [-1.332, 1.637, 0.089], [0.099, 0.397, 2.276], [-0.237, 2.204, 2.253]],
  "lowdin_charge": [-0.044, -0.290, -0.482, -0.678, -0.005, -0.053, -0.569, -0.391, -0.043, 0.028, 0.097, 0.073, 0.125, 0.028, 0.015, 0.072, 0.060, 0.057],
  "total_charge": -2,
  "homo_lumo_gap_ev": 5.7530,
  "smiles": "NC[C@H](C[S-])NC[O-]"
}

{
  "formula": "C2H2ClF2NO2",
  "method": "ωB97M-V/def2-TZVPD",
  "symbols": ["C", "C", "N", "O", "O", "F", "F", "Cl", "H", "H"],
  "xyz": [[1.779, -0.088, 0.103], [-2.160, -0.644, -0.400], [0.799, 0.773, 0.361], [0.193, 1.305, -0.673], [0.655, 1.241, 1.533], [-1.618, -1.546, -1.161], [-2.076, -1.112, 0.851], [-1.821, 0.930, -0.553], [1.988, -0.188, -0.922], [2.261, -0.672, 0.861]],
  "lowdin_charge": [0.118, -0.765, -0.474, -0.254, -0.053, 0.102, 0.048, 1.117, 0.071, 0.090],
  "total_charge": 0,
  "homo_lumo_gap_ev": [6.3121, 8.2194]
}

{
  "formula": "C6H17NO",
  "method": "ωB97M-V/def2-TZVPD",
  "symbols": ["C", "C", "N", "C", "C", "C", "C", "H", "H", "H", "H", "H", "H", "H", "H", "H", "H", "H", "H", "H", "H", "H", "O", "H", "H"],
  "xyz": [[1.826, -0.400, -2.204], [0.987, -0.888, -1.063], [0.007, 0.182, -0.701], [-0.499, 0.215, 0.665], [0.314, 1.124, 1.615], [-1.931, 0.796, 0.546], [-2.873, -0.158, -0.213], [1.332, -0.355, -3.176], [2.771, -0.916, -2.403], [2.212, 0.621, -2.071], [1.453, -1.158, -0.123], [0.403, -1.763, -1.378], [-0.724, 0.149, -1.402], [-0.721, -0.723, 1.208], [-0.293, 1.679, 2.322], [1.091, 0.568, 2.140], [0.649, 1.846, 0.856], [-2.318, 1.172, 1.493], [-1.891, 1.744, -0.013], [-3.753, -0.511, 0.343], [-3.407, 0.376, -0.998], [-2.356, -1.017, -0.629], [2.843, -1.109, 1.769], [2.991, -0.194, 1.623], [1.889, -1.279, 1.794]],
  "lowdin_charge": [-0.109, -0.249, -0.050, -0.439, -0.048, -0.231, -0.107, 0.070, 0.070, 0.073, 0.076, 0.109, 0.097, 0.140, 0.069, 0.044, 0.091, 0.101, 0.111, 0.070, 0.066, 0.065, -0.051, 0.013, 0.023],
  "total_charge": 0,
  "homo_lumo_gap_ev": 9.8896,
  "smiles": "CCN[C@@H](C)CC.O"
}

{
  "formula": "C39H50N5OSn",
  "method": "ωB97M-V/def2-TZVPD",
  "symbols": ["Sn", "C", "C", "C", "C", "C", "C", "C", "N", "C", "C", "C", "C", "C", "C", "C", "C", "C", "C", "N", "C", "C", "C", "N", "C", "C", "C", "C", "C", "C", "C", "C", "C", "C", "C", "C", "C", "C", "N", "C", "C", "H", "H", "H", "H", "H", "H", "H", "H", "H", "H", "H", "H", "H", "H", "H", "H", "H", "H", "H", "H", "H", "H", "H", "H", "H", "H", "H", "H", "H", "H", "H", "H", "H", "H", "H", "H", "H", "H", "H", "H", "H", "H", "H", "H", "N", "C", "O", "C", "C", "H", "H", "H", "H", "H", "H"],
  "xyz": [[1.021, -1.241, -0.003], [3.703, 4.536, 1.003], [4.488, 3.262, 0.706], [3.680, 2.221, -0.022], [3.583, 2.177, -1.407], [4.139, 3.060, -2.478], [3.198, 4.207, -2.848], [2.487, 1.275, -1.637], [2.002, 0.754, -0.415], [2.753, 1.355, 0.561], [2.489, 1.178, 1.968], [1.489, 0.543, 2.574], [1.082, 0.760, 3.948], [1.860, 1.656, 4.890], [1.654, 3.122, 4.530], [-0.103, 0.091, 4.128], [-0.528, -0.422, 2.783], [-1.773, -1.076, 2.554], [-2.315, -1.326, 1.295], [-1.775, -0.914, 0.098], [-2.621, -1.250, -0.875], [-2.480, -0.824, -2.138], [-1.264, -0.375, -2.789], [-0.111, -0.012, -2.212], [0.726, 0.402, -3.151], [1.985, 1.054, -2.929], [0.094, 0.318, -4.503], [-1.186, -0.144, -4.249], [-2.345, -0.351, -5.182], [-2.218, -1.772, -5.812], [0.584, 0.716, -5.872], [0.829, 2.232, -5.983], [-3.837, -1.801, -0.267], [-3.573, -1.992, 1.042], [-4.473, -2.559, 2.149], [-4.072, -4.036, 2.492], [-5.108, -2.137, -1.117], [-5.117, -3.424, -1.917], [0.440, -0.118, 1.898], [-0.902, 0.104, 5.349], [-2.309, 0.762, 5.366], [4.235, 5.109, 1.747], [2.712, 4.338, 1.355], [3.712, 5.018, 0.028], [5.411, 3.527, 0.142], [4.831, 2.731, 1.564], [4.290, 2.418, -3.338], [5.112, 3.514, -2.142], [2.141, 3.964, -2.951], [3.595, 4.736, -3.753], [3.144, 4.986, -1.976], [3.249, 1.512, 2.636], [2.891, 1.346, 4.802], [1.476, 1.542, 5.892], [1.612, 3.322, 3.474], [2.410, 3.836, 4.969], [0.664, 3.342, 4.961], [-2.251, -1.300, 3.488], [-3.225, -0.998, -2.855], [2.354, 1.463, -3.870], [-2.266, 0.315, -6.074], [-3.307, -0.175, -4.650], [-1.471, -1.849, -6.534], [-3.143, -2.132, -6.243], [-2.012, -2.469, -5.009], [0.032, 0.384, -6.739], [1.531, 0.209, -5.955], [-0.102, 2.785, -5.823], [1.175, 2.408, -7.017], [1.607, 2.557, -5.278], [-5.554, -2.507, 1.828], [-4.311, -1.953, 3.033], [-4.567, -4.649, 1.702], [-4.491, -4.376, 3.348], [-3.057, -4.229, 2.418], [-5.331, -1.234, -1.790], [-5.978, -2.029, -0.493], [-4.342, -3.457, -2.700], [-6.095, -3.567, -2.418], [-4.905, -4.266, -1.307], [-0.330, 0.549, 6.176], [-1.128, -0.910, 5.741], [-2.442, 1.823, 5.026], [-2.676, 0.792, 6.387], [-3.114, 0.134, 4.878], [0.384, -4.154, 2.013], [1.751, -4.223, 2.210], [2.299, -5.306, 2.207], [2.499, -2.902, 2.478], [2.860, -2.109, 1.245], [-0.029, -4.989, 1.690], [-0.088, -3.276, 1.857], [3.397, -3.165, 3.046], [1.797, -2.301, 3.078], [3.231, -2.807, 0.520], [3.640, -1.339, 1.446]],
  "lowdin_charge": [1.206, -0.073, -0.202, -0.157, -0.136, -0.207, -0.105, -0.224, -0.010, -0.238, 0.010, -0.262, -0.121, -0.191, -0.093, -0.124, -0.221, 0.024, -0.256, 0.056, -0.294, 0.053, -0.204, 0.030, -0.261, 0.066, -0.113, -0.150, -0.186, -0.090, -0.206, -0.093, -0.096, -0.142, -0.153, -0.068, -0.196, -0.106, -0.010, -0.206, -0.105, 0.064, 0.064, 0.050, 0.113, 0.085, 0.094, 0.117, 0.065, 0.076, 0.085, 0.105, 0.103, 0.089, 0.050, 0.087, 0.076, 0.080, 0.067, 0.087, 0.105, 0.105, 0.041, 0.057, 0.070, 0.094, 0.101, 0.078, 0.070, 0.048, 0.114, 0.080, 0.082, 0.022, 0.040, 0.123, 0.080, 0.071, 0.074, 0.049, 0.098, 0.120, 0.083, 0.049, 0.068, 0.161, -0.544, 0.017, -0.238, -0.368, 0.081, 0.044, 0.102, 0.087, 0.001, 0.034],
  "total_charge": -1,
  "homo_lumo_gap_ev": 4.9281
}